Entry 1:
{"formula": "C46H56BrGdN5OSeSi", "method": "ωB97M-V/def2-TZVPD", "homo_lumo_gap_ha": [0.1585, 0.2195], "multiplicity": 8, "e_tot_ha": -8165.75608, "fmax_ha_per_bohr": 0.049, "lumo_energy_ev": [-2.39, -3.57], "de_lowest_ev": 3.4691, "total_charge": 1, "symbols": ["Gd", "O", "C", "C", "C", "C", "C", "C", "C", "C", "N", "H", "H", "H", "H", "H", "H", "H", "H", "H", "H", "H", "C", "C", "C", "C", "C", "C", "C", "C", "C", "C", "C", "C", "C", "C", "C", "N", "H", "H", "H", "H", "H", "H", "H", "H", "H", "H", "C", "C", "C", "C", "N", "C", "Se", "N", "C", "C", "C", "C", "C", "C", "C", "C", "C", "C", "H", "H", "H", "H", "H", "H", "H", "H", "H", "H", "H", "H", "H", "H", "H", "H", "H", "H", "H", "H", "H", "H", "Br", "C", "C", "C", "C", "N", "C", "H", "H", "H", "H", "C", "Si", "C", "C", "H", "H", "H", "H", "H", "H", "H", "H", "H"], "xyz": [[-1.2882, -0.0524, -1.0902], [-1.4205, -1.6693, 0.5526], [-1.8587, -3.0944, 0.4403], [-0.8119, -3.9320, -0.2236], [-0.2349, -3.4898, -1.5790], [-1.2282, -3.1931, -2.6575], [-1.9693, -4.2069, -3.2948], [-3.0162, -3.8288, -4.1738], [-3.2485, -2.4928, -4.4376], [-2.4877, -1.5525, -3.7564], [-1.5157, -1.8666, -2.8614], [-0.6556, -1.5743, 1.1318], [-2.8279, -3.0008, -0.0286], [-1.9667, -3.4172, 1.4682], [-1.1770, -5.0113, -0.3361], [0.1481, -4.0445, 0.3946], [0.4822, -4.3231, -1.8708], [0.4343, -2.6536, -1.4427], [-1.6764, -5.2546, -3.1601], [-3.6105, -4.5442, -4.6829], [-4.0295, -2.2110, -5.1036], [-2.6252, -0.4890, -3.9340], [3.1203, -0.2035, -3.2502], [2.9487, 0.7914, -4.2277], [1.8027, 1.5480, -4.2400], [0.6800, 1.1396, -3.4530], [0.8294, 0.1745, -2.4548], [2.0642, -0.4679, -2.3932], [-0.6174, 1.7533, -3.6872], [-0.9277, 2.2904, -4.9734], [-1.9651, 3.1412, -5.0850], [-2.8138, 3.4590, -3.9687], [-3.8476, 4.3987, -4.0356], [-4.5912, 4.6461, -2.8950], [-4.3736, 3.8865, -1.6907], [-3.3959, 2.9282, -1.6283], [-2.5653, 2.7602, -2.7529], [-1.5433, 1.8550, -2.6837], [4.0752, -0.7223, -3.1335], [3.7612, 0.9670, -4.9303], [1.7249, 2.4601, -4.8688], [2.2610, -1.2041, -1.6308], [-0.2518, 1.9985, -5.7759], [-2.1603, 3.6113, -6.0342], [-4.0627, 4.9801, -4.9877], [-5.4355, 5.3349, -2.9149], [-4.9372, 4.1179, -0.8147], [-3.2312, 2.3470, -0.7120], [0.5516, 0.2341, 5.1313], [2.0481, 0.5068, 5.2424], [2.4255, 1.8945, 4.6261], [2.3033, 2.0768, 3.1096], [3.3836, 1.3667, 2.3982], [3.2599, 0.1952, 1.6890], [1.7234, -0.6447, 1.2871], [4.4758, -0.3082, 1.4301], [4.8102, -1.6121, 0.8568], [5.0085, -2.7156, 1.8795], [3.6933, -3.4547, 2.2471], [4.0168, -4.5492, 3.2870], [5.4521, 0.5217, 2.0201], [6.8213, 0.3868, 2.0985], [7.4916, 1.4010, 2.7964], [6.7915, 2.4380, 3.3969], [5.4256, 2.6523, 3.2213], [4.7587, 1.6429, 2.5654], [0.2623, -0.6969, 5.6261], [0.2806, 0.1272, 4.0563], [0.0145, 1.0927, 5.6167], [2.6681, -0.3039, 4.8302], [2.3088, 0.5931, 6.3253], [3.4535, 2.1617, 4.9935], [1.7558, 2.5896, 5.1471], [2.3461, 3.1344, 2.7613], [1.3518, 1.6254, 2.7917], [5.6905, -1.4872, 0.2135], [3.9723, -1.9135, 0.2268], [5.5578, -2.3742, 2.7955], [5.6966, -3.4410, 1.4280], [3.2165, -3.8345, 1.2970], [2.9597, -2.7480, 2.7180], [4.7286, -5.2406, 2.8002], [3.1774, -5.1506, 3.6873], [4.5675, -4.0959, 4.1146], [7.3300, -0.5134, 1.7130], [8.5840, 1.3966, 2.8486], [7.3530, 3.1145, 3.9977], [4.9119, 3.5222, 3.7098], [-1.4309, 5.4365, 1.3541], [-1.7351, 3.6078, 1.6368], [-2.6135, 3.2313, 2.6646], [-2.8625, 1.8421, 2.8585], [-2.2943, 0.9374, 1.9745], [-1.5027, 1.3493, 0.9713], [-1.1233, 2.6451, 0.8647], [-3.0626, 3.9478, 3.3184], [-3.4331, 1.4627, 3.7180], [-2.4989, -0.1326, 2.0232], [-0.3888, 2.8565, 0.0823], [-5.8491, -0.0219, -2.7403], [-4.9694, -0.5321, -1.0832], [-5.2458, -2.4447, -0.9264], [-5.8280, 0.4614, 0.3691], [-5.3774, 0.9076, -3.1917], [-6.9154, 0.2381, -2.6767], [-5.6843, -0.8144, -3.4874], [-6.2627, -2.7861, -1.2309], [-5.0424, -2.8751, 0.0709], [-4.5030, -2.9627, -1.6156], [-6.7989, 0.9355, 0.0499], [-5.1374, 1.2423, 0.6675], [-6.0324, -0.2108, 1.2152]], "forces_ev_per_a": [[1.45, 0.49, -0.98], [-0.69, -1.51, 0.36], [0.98, 1.41, 0.93], [1.45, -2.07, -0.26], [0.99, -1.16, -0.38], [-1.23, 0.51, -0.23], [-0.18, 0.77, -0.61], [1.44, -0.08, 0.86], [0.62, 0.07, 0.94], [0.62, -0.31, 0.21], [-0.76, -1.29, -0.60], [0.31, -0.22, 0.31], [-0.03, -0.35, -0.35], [-0.38, -0.30, 0.13], [0.13, 1.45, 0.27], [-1.57, 0.31, -0.22], [-0.99, 0.85, 0.04], [0.02, 0.59, 0.03], [-0.32, 0.44, 0.05], [-0.33, -0.77, -0.25], [-0.34, 0.33, -0.43], [-0.10, 0.00, 0.08], [-0.45, 0.28, -0.38], [0.96, -0.10, 0.36], [-1.27, 0.21, -0.57], [1.37, -0.05, -0.05], [-0.97, -0.23, 0.04], [0.63, -0.03, 0.11], [-1.79, 0.88, 0.74], [0.82, -0.43, 0.64], [-0.80, 0.42, 0.18], [0.91, -0.46, -0.15], [-0.98, 1.22, -0.21], [-0.20, -0.73, 0.28], [0.41, 0.51, -1.19], [-0.26, 0.36, 0.07], [0.13, -0.93, -1.16], [1.99, 0.37, -0.80], [-0.32, 0.05, -0.24], [-0.13, 0.33, 0.21], [0.11, -0.86, 0.21], [-0.12, -0.20, 0.34], [-0.39, 0.38, -0.03], [-0.20, 0.13, -0.20], [0.38, -0.92, 1.30], [0.38, 0.00, -0.01], [-0.51, 0.05, 0.36], [-0.03, 0.28, -0.46], [-0.12, 0.37, -0.37], [0.48, 0.61, 0.27], [0.70, -0.04, 1.12], [0.12, -0.16, -0.26], [0.63, -0.29, -0.48], [-0.05, 0.49, 0.96], [-1.27, -0.28, -0.40], [1.18, 0.42, 0.57], [-0.27, 0.14, -0.28], [0.15, -0.43, 0.62], [-0.45, 0.40, 0.62], [0.42, -0.45, -0.83], [-0.95, 0.72, -0.13], [0.33, -0.20, 0.09], [0.14, -0.54, -0.28], [0.03, 0.33, -0.53], [-0.27, 0.41, 1.06], [-0.42, -1.40, -0.35], [0.04, 0.15, 0.03], [-0.10, 0.22, 0.67], [0.18, -0.82, -0.58], [-0.25, 0.16, -0.01], [-0.07, -0.17, -0.75], [-0.83, -0.21, -0.52], [0.06, 0.23, -0.38], [-0.14, -0.62, 0.53], [0.35, 0.24, -0.23], [-0.18, 0.13, 0.23], [0.06, 0.24, -0.17], [-0.61, -0.02, -0.65], [-0.13, -0.06, 0.00], [0.44, 0.19, 1.00], [0.65, -0.46, -0.62], [-0.28, -0.01, 0.36], [0.29, 0.55, -0.36], [-0.20, -0.04, 0.09], [-0.22, 0.75, 0.10], [-0.45, -0.18, 0.21], [0.28, 0.61, 0.21], [0.54, -1.04, -0.63], [0.20, 0.10, -0.11], [-0.49, 0.14, 0.95], [0.34, -2.08, -0.44], [0.31, 1.00, 0.36], [-0.06, 0.74, -0.43], [0.34, 0.38, 0.81], [-0.63, -1.16, -0.32], [-0.15, 0.40, 0.15], [0.10, 0.41, -0.54], [0.04, 0.29, 0.02], [-0.30, 0.13, 0.21], [1.35, 0.94, -0.45], [-2.41, -0.17, -0.05], [0.84, -0.54, -0.49], [-0.29, -0.45, -0.83], [-0.34, -0.93, 0.56], [0.22, -0.41, 0.32], [-0.25, 0.16, 0.24], [0.60, 0.46, 0.13], [-0.17, 0.39, -0.26], [-0.89, 0.54, 0.56], [0.99, -0.49, 0.16], [-0.05, 0.26, 0.32], [0.15, 0.26, -0.16]]}



Entry 2:
{"formula": "C46H56Cl2N9O5Rb", "method": "ωB97M-V/def2-TZVPD", "homo_lumo_gap_ha": 0.1954, "e_tot_ha": -3600.08968, "fmax_ha_per_bohr": 0.043, "lumo_energy_ev": 3.39, "total_charge": -2, "symbols": ["Rb", "C", "C", "C", "C", "N", "C", "C", "C", "C", "C", "C", "N", "C", "C", "C", "C", "C", "N", "H", "H", "H", "H", "H", "H", "H", "H", "H", "H", "H", "N", "C", "C", "C", "N", "H", "H", "H", "H", "H", "H", "H", "H", "H", "H", "N", "C", "C", "O", "O", "H", "H", "H", "H", "Cl", "C", "Cl", "H", "H", "O", "C", "O", "C", "C", "C", "C", "C", "C", "H", "H", "H", "H", "H", "C", "C", "C", "C", "C", "C", "C", "C", "N", "C", "C", "C", "C", "H", "H", "H", "H", "H", "H", "H", "H", "H", "H", "H", "H", "H", "H", "H", "H", "H", "H", "N", "C", "O", "C", "C", "C", "C", "N", "C", "H", "H", "H", "H", "H", "H"], "xyz": [[0.7520, -0.2672, -0.8446], [-2.4999, -1.8059, -3.8109], [-2.6973, -3.0522, -3.2601], [-2.7138, -3.1746, -1.8856], [-2.5445, -1.9893, -1.1464], [-2.3400, -0.7812, -1.6489], [-2.3087, -0.7055, -2.9858], [-2.4247, -2.0975, 0.3544], [-3.3085, -2.8687, 1.0662], [-3.1492, -2.9823, 2.4164], [-2.0923, -2.3036, 3.0340], [-1.1804, -1.6806, 2.2078], [-1.3679, -1.5594, 0.9056], [0.1175, -1.1869, 2.7305], [0.2090, -0.4479, 3.9275], [1.3931, 0.0572, 4.3999], [2.5253, -0.2546, 3.6977], [2.4072, -1.0125, 2.5584], [1.2395, -1.4340, 2.0389], [-2.4020, -1.7268, -4.8986], [-2.6790, -3.9537, -3.8996], [-2.7902, -4.1709, -1.4078], [-2.1460, 0.2766, -3.3949], [-4.1783, -3.2825, 0.5307], [-3.8739, -3.6282, 2.9738], [-1.9357, -2.2846, 4.1075], [-0.7086, -0.2541, 4.4968], [1.3722, 0.7719, 5.2028], [3.4907, 0.0809, 4.0108], [3.3026, -1.2380, 1.9527], [-1.5671, 3.3063, -2.2557], [-1.8594, 4.5465, -1.5071], [-3.1856, 4.4633, -0.7426], [-3.3306, 3.1935, 0.1423], [-4.2475, 2.2261, -0.4513], [-1.2301, 2.6831, -1.5116], [-0.7700, 3.4301, -2.8723], [-1.9295, 5.3445, -2.2353], [-1.0430, 4.8174, -0.8564], [-4.0924, 4.4137, -1.4343], [-3.2658, 5.4047, -0.1651], [-3.6726, 3.5366, 1.1241], [-2.3411, 2.8258, 0.3092], [-4.2091, 1.3518, 0.0556], [-3.9344, 2.0620, -1.4280], [0.4969, 2.9329, 0.3138], [1.4499, 3.8387, -0.3931], [2.3027, 3.0697, -1.3823], [2.4491, 3.5669, -2.5364], [2.7221, 1.9495, -1.0033], [0.0996, 3.4533, 1.1380], [1.1027, 2.1967, 0.6653], [2.1804, 4.3622, 0.2503], [0.9283, 4.6387, -0.9643], [3.9541, -1.5851, -0.6320], [3.6930, -3.1978, -0.0398], [5.0585, -3.6400, 1.0533], [3.6092, -3.8944, -0.9173], [2.7459, -3.1886, 0.4310], [1.9111, 3.1444, 5.5524], [2.0507, 3.0925, 4.3079], [1.1908, 2.8602, 3.4437], [3.4347, 3.3147, 3.6611], [3.6560, 2.8773, 2.3782], [4.8247, 3.1068, 1.6728], [5.8126, 3.8396, 2.3314], [5.6613, 4.1960, 3.6550], [4.5004, 3.9466, 4.3265], [2.8416, 2.3393, 1.8468], [4.8899, 2.7737, 0.6723], [6.8117, 4.0366, 1.9344], [6.4885, 4.7333, 4.1566], [4.4029, 4.2803, 5.3470], [-0.3932, -5.7392, -0.0390], [0.4717, -5.2915, -1.2254], [1.1781, -6.2217, -2.0167], [1.9567, -5.7014, -3.0397], [2.8763, -6.6219, -3.8583], [2.0028, -4.3436, -3.3332], [1.1654, -3.3885, -2.7155], [0.5869, -3.9428, -1.5195], [0.9238, -2.0961, -3.0566], [1.4837, -1.4919, -4.2532], [1.2065, 0.0271, -4.3665], [0.8836, -2.0726, -5.5670], [3.0022, -1.4914, -4.2323], [-1.3883, -5.9763, -0.4271], [-0.4898, -4.9350, 0.7048], [-0.0245, -6.6425, 0.4475], [1.0521, -7.2683, -1.9186], [2.8050, -7.6262, -3.4432], [3.8765, -6.2554, -4.0081], [2.5216, -6.6786, -4.9055], [2.6271, -4.0638, -4.1640], [0.0836, -3.2584, -0.8537], [0.1359, 0.1608, -4.2043], [1.5895, 0.3697, -5.3015], [1.7571, 0.5171, -3.5797], [-0.1784, -1.7997, -5.6230], [0.9047, -3.1485, -5.5498], [1.3599, -1.6357, -6.4561], [3.3740, -0.7538, -3.5247], [3.4084, -1.1285, -5.1701], [3.4820, -2.4454, -3.9829], [-6.7536, 3.5819, 3.4899], [-5.5401, 3.8264, 4.0270], [-5.3082, 4.7096, 4.8242], [-4.3918, 2.9492, 3.5798], [-3.1106, 3.5247, 3.7096], [-2.0078, 2.8616, 3.2909], [-2.2001, 1.5986, 2.6851], [-3.3813, 1.0283, 2.5915], [-4.4587, 1.6670, 3.0608], [-7.3967, 4.3027, 3.6992], [-6.8459, 3.1955, 2.5641], [-3.0609, 4.4756, 4.1579], [-0.9792, 3.2798, 3.4349], [-1.3895, 1.0640, 2.2827], [-5.4760, 1.1859, 2.9155]], "forces_ev_per_a": [[0.17, 0.32, -0.02], [0.23, 0.34, -0.75], [0.45, -0.93, -0.22], [-0.17, 0.12, 0.30], [0.18, -0.80, 1.13], [0.05, -0.17, -0.84], [-0.45, -0.24, 0.19], [-0.15, -0.27, -1.33], [-1.37, -0.33, -0.70], [-0.57, -0.43, 1.50], [-0.52, -0.64, 0.11], [0.46, 0.11, 0.20], [0.84, 0.51, -0.36], [1.34, 0.91, 1.21], [-1.76, -0.64, -0.08], [-0.51, 0.25, -0.17], [0.47, -0.22, 0.02], [0.05, -0.32, -1.16], [-0.05, -0.16, -0.03], [-0.09, 0.22, 0.47], [-0.26, 0.61, 0.39], [0.08, 0.90, -0.20], [0.10, 0.26, -0.13], [0.56, -0.04, 0.44], [0.79, 0.85, -0.27], [-0.06, -0.27, -0.14], [0.28, 0.08, -0.34], [0.22, 0.01, 0.42], [0.41, 0.26, 0.08], [-0.55, 0.09, 0.43], [-0.21, -0.24, 0.99], [-0.62, -0.30, -1.03], [-0.96, -0.26, -0.61], [-0.18, 1.49, 0.01], [0.08, 0.29, -0.84], [0.09, -0.13, -0.54], [0.08, 0.16, 0.13], [-0.10, 0.39, -0.22], [0.19, 0.02, 0.56], [1.22, 0.33, 0.52], [-0.12, -0.50, -0.03], [-0.30, -0.36, -0.17], [0.83, -0.60, 0.11], [0.19, -0.16, -0.08], [-0.22, -0.09, 0.97], [0.01, 1.37, 0.36], [-0.37, 0.84, -0.12], [-0.35, -0.15, -2.05], [0.03, -0.10, 1.07], [0.10, -0.56, 0.51], [0.80, -1.00, -0.89], [-0.14, 0.09, 0.41], [-0.37, -0.20, 0.32], [0.15, -0.64, 0.44], [0.13, 0.74, -0.44], [0.64, -0.89, -1.46], [-0.64, -0.23, -0.22], [0.44, 0.54, 0.95], [-0.68, -0.20, 1.07], [0.38, -0.02, -0.37], [0.65, 0.20, 0.17], [-1.31, -0.20, -0.29], [0.52, 0.31, 1.40], [-1.14, -0.87, -1.43], [0.29, 0.95, 1.40], [0.99, -0.67, -0.45], [1.01, 0.83, 0.27], [-1.16, -0.20, 0.17], [0.66, 0.48, 0.57], [0.22, -0.30, -0.92], [-0.44, -0.05, -0.50], [-0.50, -0.36, -0.26], [-0.29, -0.10, 0.21], [0.20, 0.40, -0.65], [0.45, 0.16, 0.29], [-0.36, 1.10, -0.20], [1.12, -0.12, -0.40], [-1.70, 0.09, -0.61], [0.05, -0.54, -0.76], [0.06, 1.21, -0.03], [-0.83, 0.07, 0.27], [-0.36, -0.72, 0.61], [0.39, 0.04, -0.64], [-0.79, -1.31, 1.61], [-0.19, 0.33, 0.47], [1.12, -0.47, -0.06], [-0.12, 0.02, 0.17], [0.01, -0.21, -0.19], [0.17, 0.04, -0.01], [0.04, -0.96, 0.36], [0.51, -0.08, -0.04], [0.60, 0.09, 0.64], [-0.22, -0.10, 0.35], [0.04, 0.02, -0.19], [-0.24, 0.25, 0.13], [-0.06, 0.46, -0.39], [-0.12, 0.46, -0.72], [0.04, 0.57, 0.30], [0.13, 0.06, 0.12], [0.27, -0.55, -0.30], [0.09, -0.35, 0.15], [-0.13, -0.09, 0.40], [0.10, -0.13, -0.54], [-0.14, 0.31, -0.14], [-0.48, -0.34, -0.32], [1.95, -0.85, -0.29], [-0.73, 0.42, 0.36], [0.37, 0.17, 0.10], [-1.18, -0.61, 0.10], [1.62, -0.54, -0.36], [-0.60, 1.43, 0.95], [-0.76, -0.72, -0.07], [-1.33, 0.28, -0.54], [-0.81, 0.63, 0.19], [0.31, -0.17, 0.06], [0.19, 1.04, 0.44], [-0.85, -0.59, -0.26], [1.03, -0.51, -0.45], [1.40, 0.31, 0.27]]}